Entry from the Open Molecules 2025 dataset: a single C23H19N3O5S molecule at a distorted geometry (ωB97M-V/def2-TZVPD).

SMILES string = Cc1ccc2c(c1)N(S(=O)(=O)c1ccc(CN3C(=O)c4cccnc4C3=O)cc1)CCO2
HOMO energy = -0.307 Eh
F_max = 0.0220 Eh/bohr
Calculated total energy = -49702.90629 eV
Orbital gap = 7.5 eV
Energy relative to the best compared isomer or geometry (same formula, charge and spin) = 0.0 kJ/mol

Last column: natural (NBO) charge in e.
Atoms and positions in Å:
C1 0.058 1.115 1.846  -0.630
C2 -1.095 0.157 1.810  -0.034
C3 -1.723 -0.267 2.976  -0.190
C4 -2.783 -1.149 2.923  -0.241
C5 -3.228 -1.652 1.705  0.262
C6 -2.597 -1.241 0.526  0.116
C7 -1.552 -0.328 0.595  -0.224
N1 -3.050 -1.701 -0.731  -0.670
S1 -2.003 -2.822 -1.477  2.301
O1 -2.663 -3.245 -2.676  -0.937
O2 -1.601 -3.833 -0.539  -0.939
C8 -0.584 -1.824 -1.897  -0.334
C9 -0.712 -0.849 -2.866  -0.176
C10 0.367 -0.025 -3.139  -0.191
C11 1.564 -0.193 -2.452  -0.017
C12 2.721 0.748 -2.671  -0.252
N2 2.984 1.494 -1.455  -0.467
C13 2.111 2.451 -0.957  0.689
O3 1.086 2.794 -1.485  -0.545
C14 2.723 2.912 0.313  -0.166
C15 2.335 3.856 1.244  -0.119
C16 3.172 4.017 2.344  -0.239
C17 4.323 3.245 2.449  0.053
N3 4.699 2.339 1.554  -0.362
C18 3.905 2.190 0.517  0.110
C19 4.077 1.248 -0.630  0.669
O4 4.932 0.437 -0.856  -0.522
C20 1.682 -1.202 -1.501  -0.171
C21 0.604 -2.021 -1.219  -0.179
C22 -4.413 -2.195 -0.676  -0.267
C23 -4.565 -3.157 0.501  -0.092
O5 -4.294 -2.500 1.723  -0.481
H1 1.003 0.568 1.841  0.215
H2 0.028 1.728 2.743  0.214
H3 0.039 1.763 0.972  0.218
H4 -1.386 0.103 3.932  0.209
H5 -3.285 -1.474 3.821  0.226
H6 -1.108 0.027 -0.320  0.220
H7 -1.654 -0.740 -3.378  0.242
H8 0.276 0.759 -3.874  0.225
H9 2.497 1.454 -3.474  0.224
H10 3.637 0.197 -2.902  0.251
H11 1.431 4.433 1.120  0.238
H12 2.933 4.735 3.112  0.229
H13 4.988 3.354 3.295  0.204
H14 2.618 -1.337 -0.979  0.221
H15 0.657 -2.802 -0.478  0.251
H16 -4.618 -2.698 -1.621  0.249
H17 -5.082 -1.337 -0.556  0.213
H18 -5.586 -3.536 0.585  0.199
H19 -3.869 -3.995 0.365  0.199

Entry from the Open Molecules 2025 dataset: a molecular structure, C23H20AlBrF3N7O7S at a distorted geometry (ωB97M-V/def2-TZVPD).

HOMO energy = -0.334 Eh
F_max = 0.0249 Eh/bohr
Calculated total energy = -144566.65710 eV
Orbital gap = 8.7 eV
Energy relative to the best compared isomer or geometry (same formula, charge and spin) = 192.7 kJ/mol

Last column: Löwdin charge in e.
Atoms and positions in Å:
Al1 1.121 1.095 0.687  0.193
N1 3.225 0.313 0.645  0.076
N2 4.222 -0.674 0.665  0.028
C1 4.138 -2.026 0.493  -0.398
N3 5.315 -2.661 0.596  0.183
N4 3.012 -2.578 0.158  0.170
N5 2.932 -3.935 0.111  -0.425
O1 1.920 -4.377 -0.381  0.077
O2 3.837 -4.652 0.556  0.010
H1 3.414 0.949 -0.129  0.099
H2 3.330 0.874 1.494  0.109
H3 5.157 -0.314 0.737  0.148
H4 6.157 -2.180 0.857  0.113
H5 5.255 -3.669 0.645  0.079
O3 0.392 -2.361 2.681  0.103
C2 -0.146 -1.825 1.745  -0.490
N6 -1.330 -2.147 1.154  0.184
C3 -1.625 -1.358 -0.028  -0.235
C4 -0.474 -0.387 0.099  -0.340
O4 -0.212 0.687 -0.556  0.059
N7 0.364 -0.703 1.043  0.218
C5 -3.015 -0.718 -0.014  -0.134
C6 -4.081 -1.414 0.543  -0.023
C7 -5.365 -0.897 0.466  -0.071
C8 -5.596 0.326 -0.143  -0.083
C9 -4.531 1.031 -0.680  -0.064
C10 -3.249 0.505 -0.630  -0.019
C11 -1.519 -2.178 -1.331  -0.119
C12 -1.983 -3.486 -1.350  -0.023
C13 -1.895 -4.245 -2.504  -0.067
C14 -1.355 -3.695 -3.657  -0.083
C15 -0.915 -2.383 -3.649  -0.068
C16 -0.992 -1.622 -2.490  -0.012
H6 -1.849 -2.956 1.438  0.146
H7 -3.925 -2.362 1.041  0.109
H8 -6.196 -1.452 0.883  0.105
H9 -6.599 0.728 -0.190  0.103
H10 -4.695 1.994 -1.147  0.107
H11 -2.433 1.057 -1.071  0.110
H12 -2.407 -3.931 -0.459  0.110
H13 -2.245 -5.269 -2.500  0.106
H14 -1.280 -4.295 -4.555  0.103
H15 -0.504 -1.948 -4.552  0.105
H16 -0.632 -0.603 -2.485  0.111
Br1 3.135 7.186 -1.175  0.730
C17 2.646 5.414 -0.693  -0.685
C18 1.491 4.854 -1.208  -0.116
C19 1.156 3.559 -0.843  -0.088
C20 1.946 2.789 0.021  -0.164
C21 3.098 3.410 0.520  -0.110
C22 3.460 4.703 0.171  -0.129
H17 0.869 5.423 -1.885  0.104
H18 0.247 3.120 -1.241  0.100
H19 3.747 2.894 1.224  0.091
H20 4.359 5.157 0.565  0.101
F1 -1.891 3.196 0.983  0.134
C23 -1.448 3.408 2.228  -0.648
F2 -0.479 4.324 2.176  0.147
F3 -2.443 3.881 2.968  0.157
S1 -0.811 1.813 2.935  0.621
O5 -1.710 0.808 2.469  -0.217
O6 -0.646 2.030 4.329  -0.222
O7 0.532 1.771 2.218  -0.213